Record 1
Formula: C14H25AsIN3O7PtS
Source: the Open Molecules 2025 dataset
Level of theory: wB97M-V/def2-TZVPD

```
53
Properties=species:S:1:pos:R:3:lowdin_charge:R:1
Pt -0.28514 0.18284 0.09864 1.144
C 0.90482 -0.20873 2.69603 -0.068
N -0.47803 -0.35628 2.17972 -0.353
C -1.34897 0.50682 2.99598 -0.066
C -0.93858 -1.74406 2.24327 -0.178
C -0.28409 -2.54472 1.16329 -0.180
N -0.54447 -1.93873 -0.14722 -0.341
C -1.89745 -2.26369 -0.63725 -0.053
C 0.44687 -2.43297 -1.12990 -0.066
H 0.93787 -0.51257 3.74840 0.102
H 1.19374 0.83632 2.61093 0.096
H 1.60398 -0.80023 2.11670 0.063
H -1.20043 0.28115 4.05657 0.104
H -2.38793 0.32992 2.73617 0.075
H -1.09799 1.54689 2.80834 0.085
H -2.02161 -1.74419 2.11787 0.122
H -0.71252 -2.18358 3.22137 0.141
H -0.65965 -3.57321 1.19059 0.139
H 0.79514 -2.57684 1.30982 0.123
H -2.00319 -3.35111 -0.71977 0.106
H -2.03485 -1.82094 -1.61651 0.054
H -2.65591 -1.87416 0.03996 0.087
H 0.36129 -3.52107 -1.22413 0.103
H 1.44455 -2.15892 -0.80249 0.071
H 0.24743 -1.96167 -2.08790 0.073
O -1.67748 -0.76653 -3.38608 -0.291
As -1.25006 0.87498 -2.74759 0.919
O -1.23338 1.79260 -4.08159 -0.434
O 0.18903 0.46322 -1.89569 -0.566
C -2.69747 0.88348 -1.44065 -0.266
C -3.88994 0.23754 -1.71963 -0.090
C -4.87353 0.14852 -0.74147 -0.074
C -4.67315 0.73265 0.50158 -0.068
C -3.50410 1.43142 0.76924 -0.094
C -2.48937 1.46958 -0.18163 -0.336
S -1.25089 2.79372 -0.04838 0.485
O -0.76849 2.98340 -1.39929 -0.339
O -1.98176 3.87827 0.53617 -0.268
O -0.15906 2.22015 0.83345 -0.430
H -1.38964 -0.74463 -4.30879 0.045
H -4.04290 -0.18892 -2.70157 0.112
H -5.80705 -0.35357 -0.95962 0.106
H -5.45414 0.68770 1.25042 0.107
H -3.40324 2.01805 1.67161 0.112
N 2.73707 1.52528 -1.10741 0.201
C 3.14596 0.45346 -0.42181 -0.663
O 2.37731 -0.35576 0.09675 -0.073
C 4.63921 0.27554 -0.26342 -0.548
I 5.27246 1.27059 1.52085 0.784
H 1.75934 1.57662 -1.39118 0.074
H 3.39258 2.16149 -1.52452 0.117
H 5.21637 0.69214 -1.08310 0.045
H 4.86954 -0.77341 -0.12216 0.048
```

* total charge: 0
* HOMO energy: -8.0 eV
* E_tot: -116747.6268 eV
* energy relative to the best compared isomer or geometry (same formula, charge and spin): 0.0 kcal/mol
* F_max: 2.63 eV Å⁻¹


Record 2
Formula: C20H25ClN6O3
Source: the Open Molecules 2025 dataset
Level of theory: wB97M-V/def2-TZVPD

```
55
Properties=species:S:1:pos:R:3:lowdin_charge:R:1
C 5.89483 -0.00471 -0.69367 -0.007
N 4.51075 -0.27411 -1.04682 0.031
C 3.59377 0.71330 -0.65951 -0.378
O 3.96854 1.71492 -0.06704 0.054
C 2.27057 0.37107 -1.04183 -0.081
C 1.97522 -0.79181 -1.72525 -0.221
N 0.65707 -0.87851 -1.97973 0.198
C 0.11578 0.22838 -1.46146 -0.270
N -1.19961 0.48236 -1.65817 -0.028
C -2.01658 1.42188 -0.92365 -0.110
C -2.67751 0.73508 0.27581 -0.156
N -3.48340 -0.37240 -0.19845 -0.167
C -4.36076 -0.93989 0.80260 -0.177
C -3.70661 -1.49753 2.08220 -0.249
O -2.86682 -2.60555 1.86302 -0.068
C -2.65298 -1.33241 -0.90711 -0.162
C -2.01133 -0.63545 -2.10855 -0.131
N 1.05408 1.03512 -0.88403 0.060
C 0.97257 2.24415 -0.09853 -0.095
C 0.33739 2.01246 1.24928 -0.228
C 0.54585 0.81216 1.92083 -0.024
C -0.02962 0.56878 3.15440 -0.074
C -0.82665 1.53382 3.74661 -0.082
C -1.03773 2.74088 3.10518 -0.105
C -0.45744 2.97216 1.86856 -0.609
Cl -0.75165 4.49908 1.09612 0.721
N 2.93415 -1.69238 -2.06546 0.014
C 2.57664 -2.89201 -2.78868 -0.006
C 4.25044 -1.44986 -1.73085 -0.435
O 5.13042 -2.23452 -2.02165 0.064
H 5.96524 0.16788 0.37997 0.097
H 6.23756 0.89111 -1.21188 0.100
H 6.49414 -0.86283 -0.98491 0.086
H -1.44774 2.28356 -0.59615 0.078
H -2.79977 1.76302 -1.60821 0.134
H -3.32414 1.44679 0.79389 0.134
H -1.88754 0.40613 0.97048 0.110
H -5.06185 -0.15577 1.10505 0.120
H -4.93354 -1.73755 0.31782 0.120
H -3.07333 -0.73880 2.54671 0.103
H -4.50685 -1.75648 2.79104 0.116
H -3.38110 -3.31100 1.45485 0.090
H -3.28607 -2.15016 -1.25774 0.125
H -1.85564 -1.74561 -0.27015 0.123
H -1.37425 -1.32550 -2.65766 0.108
H -2.79229 -0.23855 -2.76192 0.128
H 2.01057 2.56683 0.05854 0.130
H 0.45966 3.03352 -0.65374 0.098
H 1.16955 0.05811 1.46429 0.123
H 0.14160 -0.37453 3.64953 0.109
H -1.28146 1.35168 4.70808 0.106
H -1.65088 3.50473 3.55709 0.104
H 1.85899 -3.47004 -2.20681 0.094
H 3.48637 -3.46680 -2.94926 0.088
H 2.12345 -2.62422 -3.74308 0.095
```

* SMILES: Cn1c(=O)c2c(nc(N3CCN(CCO)CC3)n2Cc2ccccc2Cl)n(C)c1=O
* total charge: 0
* HOMO energy: -7.6 eV
* E_tot: -48753.0082 eV
* energy relative to the best compared isomer or geometry (same formula, charge and spin): 18.6 kcal/mol
* F_max: 1.43 eV Å⁻¹


Record 3
Formula: C17H29BrF2NO4PS
Source: the Open Molecules 2025 dataset
Level of theory: wB97M-V/def2-TZVPD

```
56
Properties=species:S:1:pos:R:3:lowdin_charge:R:1
C 3.22238 2.03937 1.50036 -0.112
C 3.76094 1.94750 0.02491 -0.248
C 2.82146 2.68087 -1.00846 -0.207
C 2.82718 1.97742 -2.40058 -0.226
C 1.47735 2.06403 -3.18293 -0.193
C 0.20722 1.62888 -2.37465 -0.208
C -0.31772 0.22689 -2.85489 -0.228
C -1.05592 -0.61371 -1.76192 -0.180
C -0.25172 -0.92076 -0.46729 -0.563
Br 1.70357 -1.07217 -0.86907 0.867
C -0.56198 -0.12069 0.85961 -0.292
C -1.34371 1.22395 0.82118 -0.073
C -2.77199 1.17560 1.44052 -0.384
C -3.71884 0.47024 0.41984 -0.038
O -3.26383 2.52205 1.61772 -0.051
O -1.11252 -0.96384 1.85609 -0.060
C -0.54952 -2.25490 1.65025 -0.334
N -1.15084 -3.29654 2.49069 0.115
C -2.54027 -3.51947 2.24333 -0.513
O -3.03474 -4.48468 2.61577 0.237
F -3.30800 -2.62203 1.60313 0.146
C -0.91036 -2.91940 3.85390 -0.486
O -1.50123 -2.15597 4.47842 0.257
F 0.13382 -3.53994 4.42935 0.148
C -0.56908 -2.40656 0.09487 -0.385
P 0.70668 -3.77424 -0.20467 0.307
S -0.09250 -5.49655 0.30593 0.114
H 3.25689 1.07861 2.04384 0.063
H 2.21410 2.49109 1.55739 0.057
H 3.89494 2.72926 2.05251 0.067
H 3.87076 0.87931 -0.23961 0.056
H 4.73254 2.47283 -0.00287 0.100
H 3.27857 3.68319 -1.15597 0.109
H 1.81685 2.86642 -0.58989 0.088
H 3.15901 0.92271 -2.36373 0.063
H 3.59292 2.49446 -3.01961 0.110
H 1.37848 3.06602 -3.64264 0.108
H 1.56699 1.35728 -4.03709 0.103
H -0.59711 2.35628 -2.60798 0.114
H 0.36092 1.58274 -1.28422 0.062
H 0.47157 -0.36304 -3.35862 0.086
H -1.07326 0.42987 -3.64585 0.117
H -1.27071 -1.60016 -2.23008 0.122
H -2.03489 -0.14292 -1.57300 0.100
H 0.46349 0.10457 1.24590 0.125
H -0.76120 1.94074 1.44022 0.130
H -1.42630 1.68271 -0.18052 0.104
H -2.82269 0.70911 2.43534 0.149
H -4.77638 0.54498 0.72284 0.089
H -3.60410 0.99927 -0.54731 0.078
H -3.39797 -0.58240 0.30013 0.065
H -2.97600 2.98788 0.81751 0.085
H 0.48766 -2.12480 2.05630 0.169
H -1.46169 -2.87392 -0.36385 0.116
H 1.86748 -3.61748 0.58362 -0.022
H 0.98333 -3.86996 -1.59417 -0.024
```

* total charge: 0
* HOMO energy: -8.6 eV
* E_tot: -123379.0050 eV
* F_max: 3.66 eV Å⁻¹


E_LUMO across the listed records, respectively: 0.025, 0.602, -0.304 eV.